Entry 1:
2 unconnected molecules or ions with the total composition C18H28IN2O9P at a distorted geometry. Source: the OMol25 dataset; level of theory: the ωB97M-V functional and the def2-TZVPD basis.

The calculation puts the orbital gap at 2.8054 eV. The charge is 0. Its total energy is -57909.649 eV.

```
59
Properties=species:S:1:pos:R:3:forces:R:3
C -6.45869 0.61261 -3.64660 0.12 -0.62 0.11
C -5.28496 1.21516 -2.81403 -0.34 1.20 -0.33
O -5.06849 2.39251 -2.92420 0.20 -0.53 -0.03
O -4.44269 0.47774 -1.99347 -1.52 -0.13 -0.16
C -5.16047 -0.38125 -1.08047 -0.47 -1.16 0.51
C -4.97390 -1.87648 -1.51002 0.52 0.10 -0.47
C -3.48447 -2.40766 -1.38746 -0.35 -0.68 -0.43
C -3.21339 -3.24937 -0.08996 -0.33 0.42 0.51
C -3.11600 -2.40188 1.24246 0.63 0.60 -0.33
C -2.27823 -1.08378 1.04198 -1.21 -0.67 -0.37
O -0.93532 -1.45683 0.56990 1.09 1.61 1.03
C -0.01853 -1.26061 1.57592 -0.07 -0.41 0.59
O -0.18858 -1.71329 2.67771 0.05 0.40 -0.36
C 1.26243 -0.42339 1.35626 1.53 0.57 -1.14
C 2.52832 -0.96743 1.81997 -0.64 1.52 -0.51
O 2.54299 -2.20726 2.39387 0.15 1.48 -0.39
C 3.75259 -0.16980 1.65844 -0.27 -0.72 0.53
I 5.54499 -1.05747 2.44030 -1.03 0.60 -0.82
N 3.75601 1.08202 1.06706 -1.76 -1.11 -0.09
C 4.98476 1.87175 0.93731 1.23 2.07 -0.06
C 5.02049 2.86431 2.17704 -0.05 -0.22 1.02
O 4.90592 2.39941 3.27938 -0.24 -0.03 -0.52
O 5.13428 4.23160 2.02238 -0.69 -1.06 -1.04
C 2.53567 1.62764 0.61051 -1.78 -0.72 0.72
P 2.41579 3.35047 -0.16078 0.62 -0.09 -2.49
O 2.22608 3.31743 -1.64992 0.04 -0.13 1.37
C 1.26734 0.90897 0.73096 1.60 -0.14 0.60
C -0.06205 1.58696 0.22745 -0.27 -0.54 0.00
N -0.14384 1.66427 -1.24247 -0.16 -0.02 0.71
H -6.02024 0.18090 -4.58467 -0.35 0.21 0.88
H -7.17168 1.41284 -3.95900 0.88 -0.45 0.46
H -7.05160 -0.17110 -3.11679 0.66 0.45 -0.44
H -6.25445 -0.11544 -1.03258 1.05 -0.20 -0.19
H -4.76876 -0.19721 -0.04387 -0.20 -0.09 -1.03
H -5.23699 -1.94321 -2.60402 0.05 0.18 1.06
H -5.66658 -2.57491 -0.97489 0.48 0.72 -0.24
H -2.75492 -1.57293 -1.55331 -0.60 -0.72 0.27
H -3.33521 -3.10907 -2.25674 -0.05 0.66 0.82
H -4.06191 -3.98072 0.04488 0.88 0.61 -0.21
H -2.27030 -3.85081 -0.16244 -0.80 0.61 -0.20
H -4.10888 -2.10015 1.66719 0.72 -0.38 -0.43
H -2.55979 -3.01676 1.99240 -0.65 0.56 -0.38
H -2.69342 -0.42633 0.23142 0.39 -0.73 0.69
H -2.25275 -0.46830 1.97429 0.28 -0.70 -0.62
H 3.09233 -2.19269 3.20085 0.03 -0.09 -0.43
H 5.93125 1.27580 0.97451 -0.92 0.04 -0.12
H 5.02329 2.45042 -0.02512 -0.28 -0.87 0.83
H 4.54539 4.64556 2.68493 0.75 -0.28 0.04
H 3.64448 4.01507 0.10480 -0.62 -0.24 0.64
H 1.38049 4.10400 0.46864 0.49 -0.57 0.41
H -0.20060 2.60464 0.68532 0.30 -0.95 -0.37
H -0.95477 0.98849 0.56310 1.16 0.49 0.09
H -0.11170 2.62127 -1.58218 0.36 -0.49 -0.07
H 0.54543 1.07212 -1.69746 -0.18 0.46 0.00
C 8.05843 -1.68567 -0.08526 0.07 -0.39 0.31
O 8.12304 -0.50627 -0.69355 -0.39 0.25 0.19
H 8.55103 -2.54813 -0.58752 0.12 0.05 -0.34
H 8.49944 -1.75367 0.94244 0.18 0.26 0.34
H 7.03191 -2.10408 0.09513 -0.43 0.03 -0.13
```
Positions in Å, forces in eV/Å.


Entry 2:
C22H30N4O2 in the gas phase. Source: the OMol25 dataset; level of theory: the ωB97M-V functional and the def2-TZVPD basis.

The energy above the lowest of the compared OMol25 structures with the same formula, charge and spin comes out at 54.3 kcal/mol. The calculation puts the orbital gap at 8.2658 eV. Its SMILES is CCc1ccc(N2CCN(CCNC(=O)Nc3ccc(OC)cc3)CC2)cc1. The charge is 0. Its total energy is -33356.840 eV.

```
58
Properties=species:S:1:pos:R:3:forces:R:3
C 3.15143 1.48745 -2.50029 0.13 -0.19 -0.10
C 2.87820 0.01898 -2.82735 -0.03 0.19 0.03
C 1.54089 -0.41704 -2.30067 0.07 -0.08 -0.11
C 1.42750 -1.31485 -1.24863 -0.05 0.07 -0.09
C 0.19411 -1.68923 -0.75531 -0.12 -0.02 0.04
C -0.99113 -1.16074 -1.27619 0.33 -0.09 -0.18
N -2.22168 -1.58423 -0.77244 -0.22 -0.34 -0.08
C -3.43605 -1.10419 -1.39244 0.01 -0.01 -0.06
C -3.73132 0.35619 -0.97754 0.08 0.05 -0.07
N -2.87196 0.67339 0.14140 -0.12 0.03 0.20
C -2.86368 2.07016 0.51845 0.18 0.27 -0.24
C -1.75827 2.79336 -0.26386 -0.26 0.10 0.26
N -0.47772 2.22076 0.06542 -0.15 -0.17 0.01
C 0.57415 2.98460 0.43855 0.06 -0.18 -0.12
O 0.56516 4.20035 0.43144 0.01 0.43 0.00
N 1.72063 2.30044 0.80369 0.47 0.34 -0.02
C 1.88923 1.00975 1.30464 -0.17 -0.35 0.19
C 0.86791 0.29540 1.91952 0.18 0.19 -0.02
C 1.09162 -0.97329 2.42821 0.15 -0.34 0.13
C 2.34763 -1.55751 2.33529 0.00 0.10 -0.04
O 2.67279 -2.80429 2.78736 0.22 0.19 -0.15
C 1.66742 -3.58246 3.38523 -0.14 -0.11 0.10
C 3.38383 -0.83039 1.74824 -0.11 -0.16 0.16
C 3.15934 0.43134 1.24789 -0.16 -0.01 -0.01
C -3.03153 -0.31518 1.18182 -0.02 -0.07 0.00
C -2.39608 -1.63480 0.66565 -0.09 -0.08 0.15
C -0.87170 -0.28344 -2.35740 -0.19 -0.03 0.06
C 0.36652 0.07396 -2.85360 0.16 -0.07 0.05
H 2.40253 2.12954 -2.95750 -0.07 0.11 -0.01
H 4.13152 1.78387 -2.86794 0.09 0.11 -0.03
H 3.11759 1.64346 -1.42567 -0.02 0.07 0.11
H 3.66204 -0.60137 -2.38843 0.00 -0.05 -0.07
H 2.90705 -0.11634 -3.91207 0.08 -0.07 0.02
H 2.31803 -1.74118 -0.80990 0.10 -0.04 0.05
H 0.15707 -2.42234 0.03573 -0.04 -0.06 0.07
H -3.36216 -1.20897 -2.47468 -0.08 -0.01 0.03
H -4.24267 -1.75998 -1.05012 0.03 0.04 -0.08
H -4.80107 0.46974 -0.71725 0.10 0.02 -0.02
H -3.51120 1.05068 -1.78972 -0.06 0.01 -0.03
H -3.83243 2.55764 0.33045 0.01 -0.02 0.07
H -2.64617 2.15480 1.58566 -0.02 0.02 -0.03
H -1.94502 2.70581 -1.33978 -0.03 0.08 0.03
H -1.71975 3.85136 0.00254 -0.03 -0.09 -0.12
H -0.36856 1.23197 -0.09860 0.08 -0.05 -0.04
H 2.53029 2.90298 0.86056 -0.25 0.02 0.01
H -0.10791 0.73968 2.03198 -0.09 0.04 0.01
H 0.27535 -1.48750 2.91226 -0.06 -0.08 0.04
H 0.84397 -3.78182 2.69070 0.01 0.02 0.02
H 1.27210 -3.10767 4.28954 0.00 -0.01 -0.04
H 2.14341 -4.52413 3.65444 -0.08 0.05 0.00
H 4.36277 -1.28033 1.69966 0.13 -0.05 -0.01
H 3.97699 0.98450 0.80952 0.09 0.06 -0.10
H -4.09500 -0.47435 1.43764 0.05 0.03 0.04
H -2.51705 0.01798 2.08407 -0.05 0.02 0.01
H -1.42931 -1.78579 1.13859 -0.04 -0.04 0.01
H -3.04081 -2.48622 0.91096 0.09 0.04 0.07
H -1.74566 0.13452 -2.82812 -0.16 0.06 -0.02
H 0.41687 0.75496 -3.69159 0.00 0.09 -0.10
```
Positions in Å, forces in eV/Å.


Entry 3:
C4H2FNO in the gas phase at a distorted geometry. Source: the OMol25 dataset; level of theory: the ωB97M-V functional and the def2-TZVPD basis.

The energy above the lowest of the compared OMol25 structures with the same formula, charge and spin comes out at 0.3 kcal/mol. The calculation puts the orbital gap at 10.2517 eV. Its SMILES is N#C/C(C=O)=C\F. The charge is 0. Its total energy is -10433.742 eV.

```
9
Properties=species:S:1:pos:R:3:forces:R:3
N -1.74504 -0.23714 -2.09210 0.45 0.08 0.71
C -1.03053 -0.13239 -1.19129 -0.53 -0.11 -1.17
C -0.11539 -0.01182 -0.11232 -0.42 0.14 1.75
C 1.34202 0.07035 -0.33978 0.22 -0.06 -1.72
O 1.82584 0.03711 -1.45091 -0.32 0.01 0.77
C -0.56172 0.03799 1.16645 0.90 -0.20 -0.80
F -1.83673 -0.03034 1.47811 0.12 0.05 0.07
H 1.98897 0.17211 0.52661 0.07 0.02 0.63
H 0.13257 0.09412 2.01523 -0.49 0.06 -0.25
```
Positions in Å, forces in eV/Å.


Entry 4:
12 unconnected molecules or ions with the total composition C42H84Cl4O24 at a distorted geometry. Source: the OMol25 dataset; level of theory: the ωB97M-V functional and the def2-TZVPD basis.

The energy above the lowest of the compared OMol25 structures with the same formula, charge and spin comes out at 0.0 kcal/mol. The calculation puts the orbital gap at 10.1273 eV. Its SMILES is CCOC(=O)OC.CCOC(=O)OC.CCOC(=O)OC.CCOC(=O)OC.CCOC(C)=O.CCOC(C)=O.CCOC(C)=O.CCOC(C)=O.CCOC(C)=O.CCOC(C)=O.ClCCl.ClCCl. The charge is 0. Its total energy is -144142.618 eV.

```
154
Properties=species:S:1:pos:R:3:forces:R:3
C -3.36587 10.90575 -0.06174 0.63 -0.22 -0.67
C -1.87180 10.80178 0.26159 0.17 -0.06 1.27
O -1.02418 11.51087 -0.64618 -1.77 1.31 1.93
C -0.55490 10.89621 -1.68004 1.73 -1.90 -0.68
O -0.57320 9.68766 -1.88992 -0.12 1.88 -0.37
O 0.11308 11.86651 -2.32228 0.70 -0.07 -1.20
C 0.91006 11.56888 -3.49601 -0.40 -0.85 0.48
H -3.48690 10.80502 -1.14030 -0.33 -0.61 0.04
H -3.81149 11.87706 0.15294 0.47 0.17 0.32
H -3.92017 10.17352 0.52535 -0.02 -0.17 -0.35
H -1.36124 9.85316 0.42756 -0.98 -0.71 -0.67
H -1.76389 11.20452 1.26869 0.43 0.87 -0.21
H 1.68571 12.32612 -3.61033 -0.54 0.28 0.08
H 0.23394 11.48333 -4.34668 0.26 0.23 -0.12
H 1.44032 10.62340 -3.38214 -0.21 -0.15 0.15
C 1.84545 -5.29019 9.06697 0.03 -0.43 0.41
C 2.59093 -3.97770 9.32761 0.55 -1.03 -1.38
O 2.75925 -3.48242 7.98050 -0.43 1.56 -1.38
C 3.26829 -2.27024 7.67898 0.00 1.32 0.83
O 3.75758 -1.46668 8.45838 -0.56 -1.26 -0.89
O 3.08552 -2.02630 6.35493 0.19 -1.96 0.45
C 3.45541 -0.78635 5.80882 0.27 1.38 0.54
H 0.81740 -5.14606 8.73462 -0.07 0.44 0.32
H 1.83988 -5.89204 9.97573 -0.15 0.01 0.09
H 2.24967 -5.92204 8.27610 0.61 0.29 0.08
H 3.63524 -4.10322 9.61355 -0.32 -0.25 0.96
H 1.99947 -3.37508 10.01691 0.33 0.54 -0.34
H 3.25758 -0.74546 4.73770 -0.65 -0.40 0.26
H 4.50539 -0.50002 5.86922 0.27 -0.58 0.52
H 2.91287 -0.04035 6.38955 -0.08 0.38 -0.47
C 0.14982 -4.60425 -5.45844 0.35 -0.46 -0.07
C 0.95729 -5.79517 -5.97699 -1.39 -0.75 -0.31
O 1.74135 -6.36301 -4.92745 -0.87 0.98 1.17
C 2.82190 -6.99161 -5.22603 2.93 -0.46 1.10
O 3.36311 -6.97416 -6.29513 0.35 -0.77 -0.41
O 3.34188 -7.53644 -4.05489 -1.63 1.09 -0.49
C 4.52841 -8.31258 -4.01114 -0.07 0.44 -0.62
H -0.67749 -4.44195 -6.14932 0.16 0.29 -0.11
H 0.80097 -3.73325 -5.38444 -0.17 0.12 -0.17
H -0.30059 -4.74761 -4.47626 0.16 -0.37 -0.01
H 1.45045 -5.57712 -6.92428 0.83 0.27 0.54
H 0.35407 -6.66283 -6.24418 -0.78 0.31 -0.13
H 5.41155 -7.71730 -3.77917 -0.05 0.42 -0.32
H 4.62281 -8.75464 -5.00300 0.42 -0.61 0.37
H 4.42089 -8.96157 -3.14204 -0.20 -0.47 -0.52
C 6.90551 -6.79749 2.85142 1.47 -0.59 0.94
C 7.29221 -6.98216 1.37714 -1.78 -0.85 0.88
O 8.56648 -6.50147 1.04458 1.42 0.57 -0.41
C 9.69917 -7.25703 1.12626 -1.36 -2.48 1.81
O 9.74458 -8.42584 1.52625 -0.02 2.39 -0.98
O 10.70171 -6.49428 0.77301 1.01 1.07 -0.15
C 12.08085 -6.82266 1.02118 0.52 -0.53 -0.10
H 6.92070 -5.77220 3.22105 -0.13 0.11 -0.40
H 7.65272 -7.32478 3.44453 0.42 0.09 0.10
H 6.01584 -7.29911 3.23216 -0.47 0.17 -0.86
H 6.52747 -6.43210 0.82877 0.55 0.15 -0.63
H 7.19565 -8.03517 1.11264 0.14 -0.04 -0.02
H 12.32042 -7.85094 0.75034 -0.26 0.04 -0.12
H 12.45344 -6.66796 2.03377 -0.93 -0.05 0.43
H 12.71731 -6.13857 0.45989 -0.57 -0.03 -0.50
C 0.79193 2.42889 -1.59916 -1.13 -1.11 0.44
C 0.18342 1.08842 -0.97648 1.90 1.58 -0.24
O 1.28009 0.15620 -1.06958 0.58 -1.53 0.13
C 1.36046 -0.99732 -0.29641 -1.66 1.02 0.75
C 2.54489 -1.86249 -0.69081 0.13 1.03 0.25
O 0.57449 -1.21393 0.61405 1.16 0.13 -1.39
H 1.06287 2.27327 -2.64341 0.28 -0.02 0.16
H 1.62152 2.77726 -0.98391 0.19 -0.31 -0.21
H 0.06353 3.23943 -1.57559 -0.28 -0.13 0.02
H 0.00982 1.31678 0.07510 -0.62 -0.45 -0.08
H -0.65481 0.69460 -1.55127 -0.13 0.15 0.36
H 3.14489 -2.03240 0.20319 -0.20 -0.20 0.10
H 3.16932 -1.26369 -1.35386 -0.08 -0.36 -0.28
H 2.26042 -2.82254 -1.12149 -0.13 0.22 -0.01
C -0.22849 4.87492 4.79660 -0.65 0.24 -0.19
C -0.07866 4.49593 6.23818 0.33 -1.27 -0.10
O 1.34351 4.57490 6.49980 -0.90 1.08 -2.62
C 1.79552 4.69455 7.68131 0.74 -1.90 4.78
C 3.30004 4.56204 7.78411 0.53 0.29 -0.52
O 1.13277 4.56129 8.71314 0.05 1.00 -1.40
H -0.08398 5.95349 4.73403 0.14 -0.05 -0.44
H -1.23719 4.64071 4.45634 -0.16 0.16 0.11
H 0.42528 4.32526 4.11944 0.28 0.16 0.27
H -0.71768 5.07741 6.90273 0.51 0.19 0.14
H -0.29753 3.44078 6.40199 -0.35 -0.01 0.04
H 3.55257 4.06796 8.72231 -0.20 -0.04 -0.19
H 3.88572 5.48075 7.75187 -0.39 0.30 0.00
H 3.64581 3.98949 6.92345 0.07 -0.18 0.12
C -8.15251 6.67486 -7.62805 -0.86 -0.25 1.11
C -8.85136 5.81662 -6.56806 1.64 0.77 -0.56
O -7.92839 4.78069 -6.21164 0.80 -1.16 1.09
C -6.96352 5.01329 -5.28103 -1.39 3.44 2.89
C -6.42176 3.77168 -4.59629 0.17 0.55 -1.70
O -6.74646 6.15207 -4.80528 -0.36 -2.67 -1.86
H -8.93327 7.41522 -7.80235 0.35 0.23 -1.14
H -7.82744 6.00923 -8.42765 -0.31 0.54 -0.40
H -7.29275 7.17881 -7.18652 -0.05 -0.09 -0.02
H -9.07717 6.46982 -5.72518 -0.13 -0.40 0.27
H -9.73382 5.32387 -6.97620 0.11 -0.05 0.22
H -5.80339 3.37912 -5.40351 0.11 -0.94 0.25
H -7.26546 3.12235 -4.36255 0.32 -0.13 -0.02
H -5.77659 4.00738 -3.74994 -0.37 0.18 -0.14
C -6.13403 -9.23385 2.54963 1.08 0.15 -0.74
C -5.36908 -9.07970 1.22527 0.04 -0.90 -0.63
O -3.94454 -8.93590 1.51556 0.23 2.02 -0.53
C -3.27576 -7.83052 1.01243 -0.34 0.98 -0.63
C -1.92519 -7.55099 1.72022 -0.79 -0.83 0.08
O -3.70970 -7.07215 0.14959 0.44 -1.77 1.59
H -5.82432 -10.15289 3.04717 -0.43 -0.13 -0.08
H -7.20467 -9.14696 2.36445 0.07 -0.25 0.22
H -5.79649 -8.43184 3.20609 -0.26 0.20 -0.01
H -5.37136 -9.92686 0.53940 -0.33 -0.73 0.61
H -5.84524 -8.37412 0.54443 0.72 1.08 0.53
H -1.89580 -6.48508 1.94627 0.05 -0.12 -0.08
H -1.04560 -7.83058 1.14034 -0.28 0.16 -0.43
H -1.84514 -8.14503 2.63060 -0.19 0.17 0.10
C -1.98644 6.66613 -7.22489 -1.81 0.32 0.30
C -1.18462 7.71481 -7.95822 -0.30 -0.51 -0.59
O -1.94385 8.85870 -8.40041 -0.59 0.48 0.39
C -2.92795 8.80316 -9.30962 -2.38 -0.99 -0.56
C -3.59453 10.16871 -9.46997 0.76 0.12 -0.12
O -3.41337 7.82364 -9.88730 1.96 1.33 1.36
H -1.45439 5.83009 -6.77095 0.36 0.11 -0.51
H -2.86807 6.33655 -7.77462 0.43 -0.46 -0.50
H -2.49319 7.14827 -6.38893 0.28 0.31 0.37
H -0.49384 8.08273 -7.19956 0.43 0.38 -0.75
H -0.76618 7.40067 -8.91442 0.72 -0.67 0.54
H -4.28180 10.16163 -10.31597 0.15 -0.13 0.14
H -2.82270 10.92474 -9.61424 0.00 0.06 -0.16
H -4.12115 10.48579 -8.56984 -0.03 -0.36 0.10
C -4.30767 -4.51986 5.42805 -0.30 0.87 1.57
C -5.76812 -4.22743 5.16045 0.40 0.37 -0.23
O -6.55502 -4.92815 6.11874 -0.75 -0.97 0.57
C -7.88948 -4.85179 6.07336 -2.80 0.85 -3.48
C -8.62542 -5.57666 7.13468 -0.58 0.04 1.34
O -8.60549 -4.29014 5.19122 3.34 -1.08 2.25
H -3.62151 -4.08764 4.69973 -0.30 -0.66 -0.53
H -4.27250 -5.59043 5.62998 0.72 0.02 -0.36
H -4.01273 -3.97528 6.32501 0.04 -0.34 0.43
H -6.06401 -3.20376 5.38991 0.35 0.30 -1.24
H -5.88804 -4.63117 4.15511 -1.13 0.58 -0.09
H -9.69656 -5.43870 6.98730 0.19 0.12 -0.29
H -8.40834 -5.07640 8.07846 0.19 -0.23 0.27
H -8.48536 -6.65011 7.26184 0.63 0.12 -0.23
Cl 5.93085 2.98137 -1.37492 -0.01 1.37 0.04
C 5.65312 4.63577 -0.68150 0.20 -0.42 0.90
Cl 4.98354 4.41055 0.96900 -0.28 0.23 -0.35
H 6.56105 5.19915 -0.46619 0.25 -0.58 -0.58
H 5.00322 5.26831 -1.28617 -0.18 -0.61 -0.01
Cl 7.38842 -3.63764 -3.75929 0.04 -0.38 0.63
C 7.30037 -3.24051 -5.45949 0.90 -0.07 -0.19
Cl 6.02887 -2.10326 -5.76022 -0.75 0.46 -0.37
H 8.24035 -2.74371 -5.69976 -0.14 -0.24 -0.16
H 7.16293 -4.15306 -6.03955 -0.08 0.22 0.10
```
Positions in Å, forces in eV/Å.